ORCA calculation (wB97M-V/def2-TZVPD) on C53H43Cl3FGeIN5O3PTi as an isolated structure in a non-equilibrium geometry.

CARTESIAN COORDINATES (ANGSTROEM)
Ti 0.194 0.576 0.230
C -6.487 2.311 2.437
C -5.816 3.492 1.736
C -5.889 4.745 2.602
C -5.195 5.905 1.901
C -3.772 5.539 1.642
C -2.780 6.496 1.583
C -1.448 6.134 1.367
F -0.515 7.076 1.316
C -1.084 4.821 1.201
C -2.081 3.835 1.215
C -1.721 2.478 0.921
O -0.485 2.145 0.781
C -2.779 1.564 0.772
C -4.079 1.970 1.042
N -4.405 3.196 1.408
C -3.440 4.181 1.441
C -2.562 0.166 0.285
O -3.431 -0.665 0.331
O -1.354 -0.079 -0.194
H -7.414 2.658 2.886
H -5.855 1.919 3.233
H -6.753 1.505 1.758
H -6.334 3.694 0.789
H -5.424 4.552 3.571
H -6.936 4.989 2.767
H -5.258 6.817 2.494
H -5.700 6.107 0.952
H -3.027 7.541 1.696
H -0.056 4.537 1.029
H -4.865 1.239 0.934
C -0.808 5.120 -2.705
C -1.675 4.113 -2.300
C -1.183 2.881 -1.916
C 0.203 2.659 -1.890
C 1.071 3.689 -2.270
C 0.563 4.905 -2.682
N 0.709 1.412 -1.494
N 2.006 1.256 -1.696
C 2.617 0.279 -1.029
C 3.986 0.028 -1.292
C 4.662 -0.886 -0.531
C 3.968 -1.558 0.489
C 2.635 -1.299 0.676
N 1.933 -0.405 -0.056
H -1.202 6.056 -3.069
H -2.741 4.288 -2.316
H -1.863 2.067 -1.686
H 2.135 3.508 -2.252
H 1.242 5.684 -2.991
H 4.456 0.590 -2.082
H 5.712 -1.080 -0.691
H 4.476 -2.271 1.117
H 2.091 -1.817 1.461
I -0.654 -1.484 2.361
C -0.428 -3.505 3.174
C -0.524 -3.582 4.538
C -0.501 -4.831 5.173
C -0.418 -5.963 4.415
C -0.312 -5.899 3.011
C -0.231 -7.090 2.262
C -0.144 -7.070 0.897
C -0.100 -5.842 0.234
C -0.142 -4.646 0.929
P 0.060 -3.192 -0.170
C -1.332 -3.465 -1.300
C -2.599 -3.352 -0.725
C -3.721 -3.685 -1.457
C -3.580 -4.147 -2.759
C -2.318 -4.270 -3.325
C -1.188 -3.905 -2.615
C 1.656 -3.493 -0.996
C 1.972 -2.789 -2.159
C 3.183 -3.003 -2.792
C 4.104 -3.891 -2.250
C 3.817 -4.547 -1.061
C 2.608 -4.340 -0.424
C -0.288 -4.631 2.337
H -0.635 -2.688 5.130
H -0.566 -4.879 6.248
H -0.441 -6.938 4.875
H -0.246 -8.026 2.798
H -0.096 -7.985 0.327
H -0.023 -5.838 -0.846
H -2.708 -3.010 0.296
H -4.698 -3.586 -1.011
H -4.457 -4.410 -3.331
H -2.208 -4.668 -4.323
H -0.210 -4.012 -3.061
H 1.256 -2.094 -2.579
H 3.409 -2.481 -3.710
H 5.042 -4.068 -2.752
H 4.537 -5.226 -0.628
H 2.393 -4.858 0.497
N 1.582 1.267 2.022
C 1.124 2.271 2.974
C 1.921 3.378 3.232
C 1.519 4.328 4.157
C 0.309 4.183 4.815
C -0.481 3.071 4.570
C -0.076 2.108 3.661
H 2.416 1.667 1.572
H 1.906 0.454 2.561
H 2.873 3.488 2.729
H 2.160 5.167 4.375
H -0.009 4.927 5.527
H -1.408 2.935 5.107
H -0.684 1.223 3.501
Cl 0.084 -1.543 -4.805
Ge -0.585 0.046 -3.479
Cl -2.600 -0.522 -2.888
Cl -0.759 1.753 -4.785

2S+1	2
E_tot	-7590.1478	hartree
charge	+3
gap between HOMO and LUMO (alpha / beta)	4.87 / 4.54	eV
LUMO energy (alpha / beta)	-9.725 / -10.071	eV

Atom charges from the Mulliken analysis, given in e for atoms 1 to 6:
1. Ti -0.386
2. C -1.673
3. C 0.400
4. C -1.007
5. C -1.243
6. C 1.055

ORCA calculation (wB97M-V/def2-TZVPD) on a 2-piece molecular cluster, ClHNO2P overall in a non-equilibrium geometry.

CARTESIAN COORDINATES (ANGSTROEM)
O -2.657 0.049 -1.114
N -1.503 -0.085 -1.072
P -0.130 0.281 -1.747
O 1.122 -0.258 -1.261
Cl 2.054 0.482 2.535
H 1.115 -0.470 2.659

E_tot	-1007.2687	hartree
gap between HOMO and LUMO (alpha / beta)	7.70 / 7.68	eV
LUMO energy (alpha / beta)	-2.148 / -2.148	eV
energy above the lowest of the compared OMol25 structures with the same formula, charge and spin	28.5	kcal per mole
SMILES	O=NP=O.Cl

Charges computed using Mulliken, reported in e:
1. O -0.371
2. N 0.410
3. P 0.372
4. O -0.408
5. Cl -0.251
6. H 0.248

ORCA calculation (wB97M-V/def2-TZVPD) on C25H22AsAuN3O6STe as an isolated structure.

CARTESIAN COORDINATES (ANGSTROEM)
Au 0.823 -0.273 -0.305
O -0.204 -4.512 -1.651
As -0.025 -3.348 -0.369
O -1.300 -3.256 0.613
O 0.254 -1.888 -1.320
C 1.760 -3.834 0.219
C 2.337 -4.925 -0.424
C 3.655 -5.282 -0.175
C 4.428 -4.539 0.702
C 3.872 -3.447 1.348
C 2.546 -3.107 1.117
S 1.943 -1.790 2.133
O 2.936 -0.734 2.102
O 1.512 -2.308 3.382
O 0.693 -1.274 1.382
H -1.140 -4.507 -1.928
H 1.751 -5.497 -1.127
H 4.077 -6.141 -0.678
H 5.458 -4.810 0.891
H 4.458 -2.863 2.046
C 1.499 3.368 -0.230
Te 1.717 1.714 1.105
C 3.733 1.627 0.420
C 3.939 2.823 -0.470
C 5.207 3.103 -0.980
C 5.395 4.177 -1.830
C 4.319 4.987 -2.176
C 3.061 4.721 -1.665
C 2.866 3.638 -0.809
H 1.134 4.207 0.362
H 0.753 3.144 -0.991
H 3.856 0.679 -0.103
H 4.376 1.599 1.298
H 6.046 2.475 -0.706
H 6.382 4.391 -2.217
H 4.465 5.834 -2.833
H 2.226 5.362 -1.919
C 1.767 1.735 -3.940
C 1.862 1.088 -2.727
N 0.758 0.679 -2.084
C -0.454 0.867 -2.618
C -0.628 1.501 -3.841
C 0.515 1.953 -4.494
C -1.990 1.729 -4.369
C -2.970 0.828 -4.341
C -2.795 -0.580 -3.901
C -1.973 -1.454 -4.596
C -1.847 -2.729 -4.077
N -2.474 -3.107 -2.968
C -3.247 -2.198 -2.380
N -3.448 -0.952 -2.797
H 2.669 2.064 -4.436
H 2.812 0.900 -2.248
H -1.298 0.507 -2.046
H 0.422 2.468 -5.443
H -2.187 2.720 -4.759
H -3.967 1.115 -4.653
H -1.462 -1.154 -5.501
H -1.215 -3.468 -4.557
H -3.747 -2.500 -1.467

E_tot	-4618.9781	hartree
charge	+1
gap between HOMO and LUMO	7.44	eV
LUMO energy	-4.700	eV
energy above the lowest of the compared OMol25 structures with the same formula, charge and spin	0.0	kcal per mole

Atom charges from the Mulliken analysis, given in e for atoms 1 to 6:
1. Au 0.872
2. O -0.627
3. As 1.268
4. O -0.734
5. O -0.682
6. C 0.050

ORCA calculation (wB97M-V/def2-TZVPD) on a 11-piece molecular cluster, C70H157N7O22P4 overall in a non-equilibrium geometry.

CARTESIAN COORDINATES (ANGSTROEM)
C 4.103 3.488 5.714
C 4.112 4.312 4.386
C 5.047 5.543 4.584
C 4.628 3.485 3.243
C 4.259 4.128 1.920
C 2.772 4.349 1.845
C 2.171 5.230 2.917
C 2.464 6.748 2.528
C 0.636 5.033 2.865
N 2.674 4.698 4.182
O 2.195 5.478 5.282
H 5.133 3.343 5.994
H 3.534 4.009 6.527
H 3.621 2.511 5.555
H 5.476 5.980 3.689
H 4.588 6.348 5.164
H 5.930 5.150 5.103
H 5.715 3.325 3.322
H 4.174 2.476 3.172
H 4.715 5.093 1.823
H 4.461 3.532 1.025
H 2.273 3.355 1.868
H 2.548 4.729 0.815
H 1.900 6.928 1.550
H 3.543 6.941 2.304
H 2.105 7.490 3.262
H 0.277 5.018 1.814
H 0.046 5.798 3.369
H 0.370 4.028 3.238
H 2.475 6.392 5.188
C -4.575 1.817 1.756
C -4.548 2.701 0.514
C -4.118 1.860 -0.731
C -5.964 3.195 0.150
C -6.466 4.425 0.986
C -5.440 5.528 0.971
C -3.991 5.105 1.395
C -3.064 6.192 1.047
C -3.813 4.786 2.866
N -3.653 3.889 0.529
O -2.321 3.515 0.873
H -4.552 0.770 1.482
H -3.761 1.965 2.399
H -5.507 1.964 2.282
H -3.997 2.504 -1.559
H -3.161 1.301 -0.590
H -4.980 1.145 -0.953
H -5.957 3.543 -0.893
H -6.698 2.410 0.335
H -7.408 4.847 0.656
H -6.691 3.991 2.018
H -5.771 6.400 1.537
H -5.327 5.709 -0.095
H -2.019 5.990 1.442
H -3.326 7.151 1.519
H -3.064 6.259 -0.043
H -2.830 4.315 3.132
H -4.686 4.247 3.268
H -3.724 5.770 3.422
H -2.344 3.281 1.834
C 0.024 -2.665 -6.520
C 0.817 -3.737 -5.785
C 2.325 -3.713 -6.210
C 0.690 -3.474 -4.254
C 1.178 -4.613 -3.444
C 0.611 -5.990 -3.802
C 0.581 -6.292 -5.296
C 1.918 -6.810 -5.816
C -0.557 -7.361 -5.576
N 0.113 -5.083 -6.099
O 0.196 -5.316 -7.467
H 0.220 -2.763 -7.625
H -1.069 -2.661 -6.312
H 0.514 -1.764 -6.142
H 2.658 -2.689 -6.407
H 3.004 -3.923 -5.343
H 2.651 -4.270 -7.083
H 1.162 -2.547 -3.912
H -0.315 -3.218 -4.003
H 2.260 -4.718 -3.558
H 0.947 -4.341 -2.414
H -0.445 -6.023 -3.363
H 1.108 -6.799 -3.290
H 2.099 -7.813 -5.401
H 2.732 -6.218 -5.426
H 1.991 -6.805 -6.867
H -0.589 -8.110 -4.726
H -0.326 -7.974 -6.438
H -1.538 -6.837 -5.665
H 1.082 -5.528 -7.738
C 6.037 0.425 -3.262
C 5.522 0.155 -1.798
C 6.255 1.029 -0.798
C 4.052 0.609 -1.673
C 3.073 -0.415 -2.323
C 3.300 -1.782 -1.747
C 4.756 -2.267 -1.977
C 4.926 -3.569 -1.122
C 5.124 -2.519 -3.504
N 5.644 -1.247 -1.345
O 6.968 -1.704 -1.402
H 5.275 0.987 -3.803
H 6.848 1.159 -3.204
H 6.459 -0.457 -3.811
H 5.988 2.099 -1.039
H 5.957 0.785 0.247
H 7.357 0.964 -0.795
H 3.706 0.755 -0.617
H 4.012 1.613 -2.196
H 2.029 -0.044 -2.294
H 3.389 -0.452 -3.402
H 2.655 -2.498 -2.193
H 3.006 -1.899 -0.720
H 4.464 -4.447 -1.498
H 4.505 -3.378 -0.123
H 6.036 -3.762 -0.992
H 6.094 -2.917 -3.695
H 5.065 -1.562 -4.011
H 4.441 -3.255 -3.960
H 7.349 -1.492 -0.542
C -3.307 -0.948 -4.359
C -3.970 -2.288 -4.037
C -5.467 -1.955 -4.371
C -3.449 -3.493 -4.909
C -3.914 -4.819 -4.425
C -3.590 -4.965 -2.960
C -4.189 -3.874 -2.034
C -5.763 -4.062 -1.957
C -3.694 -4.013 -0.568
N -3.791 -2.614 -2.631
O -4.416 -1.634 -1.743
H -2.177 -0.877 -4.300
H -3.647 -0.703 -5.357
H -3.760 -0.231 -3.690
H -5.875 -1.018 -3.885
H -5.580 -1.801 -5.433
H -6.221 -2.676 -4.149
H -3.738 -3.259 -5.965
H -2.335 -3.302 -4.926
H -4.978 -4.959 -4.554
H -3.550 -5.604 -5.053
H -2.485 -5.045 -2.783
H -3.988 -5.918 -2.600
H -5.964 -4.928 -1.346
H -6.206 -4.145 -2.920
H -6.262 -3.183 -1.582
H -4.442 -3.688 0.079
H -2.702 -3.514 -0.462
H -3.668 -5.091 -0.394
H -5.369 -1.599 -2.001
C 2.211 5.751 -1.400
C 0.908 5.813 -2.202
C 0.039 7.056 -1.786
C 1.213 6.033 -3.692
C 0.071 5.531 -4.640
C -0.359 4.083 -4.284
C -0.807 4.019 -2.900
C -2.187 4.744 -2.724
C -0.831 2.511 -2.572
N 0.306 4.517 -2.024
O -0.032 4.331 -0.658
H 2.090 6.178 -0.434
H 2.734 4.794 -1.470
H 2.945 6.444 -1.793
H 0.533 7.932 -2.142
H -0.982 6.904 -2.152
H 0.008 7.031 -0.675
H 1.430 7.076 -3.867
H 2.143 5.486 -3.826
H -0.804 6.225 -4.564
H 0.453 5.561 -5.673
H 0.501 3.397 -4.368
H -1.140 3.667 -4.963
H -2.088 5.835 -3.088
H -2.539 4.819 -1.707
H -2.925 4.264 -3.359
H -1.175 2.338 -1.501
H 0.142 2.113 -2.723
H -1.550 2.025 -3.305
H -0.989 4.548 -0.622
C 6.910 -3.795 2.813
O 6.092 -2.624 3.133
P 6.527 -1.208 2.614
O 7.359 -0.987 1.438
O 5.131 -0.499 2.561
C 3.998 -1.185 2.028
O 7.145 -0.698 3.973
C 7.540 0.655 4.141
H 6.863 -3.956 1.759
H 6.417 -4.601 3.320
H 7.896 -3.654 3.227
H 3.700 -0.857 1.071
H 3.159 -0.950 2.687
H 4.190 -2.313 2.064
H 8.540 0.803 3.693
H 7.633 0.717 5.213
H 6.728 1.233 3.726
C 0.098 -0.847 4.084
O -0.182 0.049 5.165
P -1.243 1.170 4.995
O -1.340 1.729 3.614
O -0.889 2.149 6.132
C 0.334 2.911 6.287
O -2.567 0.680 5.660
C -3.617 0.304 4.761
H 0.617 -0.402 3.274
H -0.897 -1.265 3.817
H 0.673 -1.641 4.526
H 0.164 3.508 7.158
H 0.473 3.526 5.404
H 1.141 2.223 6.375
H -3.966 1.219 4.261
H -4.367 -0.215 5.362
H -3.222 -0.278 3.911
C -6.302 -3.542 8.238
O -5.656 -4.304 7.190
P -4.790 -3.452 6.202
O -5.421 -2.154 5.931
O -4.572 -4.459 4.996
C -5.584 -4.635 3.975
O -3.340 -3.351 6.877
C -2.278 -2.556 6.263
H -7.280 -3.941 8.380
H -6.417 -2.475 8.059
H -5.659 -3.755 9.130
H -5.984 -3.674 3.720
H -6.297 -5.378 4.384
H -5.087 -5.102 3.140
H -1.417 -3.041 6.622
H -2.341 -1.545 6.547
H -2.382 -2.485 5.206
C -2.695 -1.326 1.077
O -1.367 -1.876 0.955
P -0.083 -1.089 0.516
O 1.128 -1.454 1.268
O 0.057 -1.348 -1.065
C -0.864 -1.015 -2.129
O -0.552 0.410 0.648
C 0.401 1.418 0.894
H -2.606 -0.453 1.723
H -3.276 -2.113 1.513
H -3.076 -1.236 0.085
H -1.378 -0.125 -1.895
H -1.580 -1.798 -2.405
H -0.196 -0.827 -2.973
H 1.219 1.532 0.187
H 0.835 1.212 1.865
H 0.021 2.412 1.028
C -1.167 -4.297 2.503
C 0.284 -4.560 2.165
C 0.391 -5.954 1.556
C -0.276 -5.928 0.266
N -0.781 -5.883 -0.782
H -1.551 -4.815 3.376
H -1.863 -4.537 1.671
H -1.423 -3.288 2.702
H 0.826 -4.459 3.180
H 0.705 -3.784 1.528
H -0.076 -6.706 2.173
H 1.370 -6.361 1.472

E_tot	-6165.3428	hartree
gap between HOMO and LUMO	8.14	eV
LUMO energy	0.389	eV
SMILES	CC1(C)CCCC(C)(C)N1O.CC1(C)CCCC(C)(C)N1O.CC1(C)CCCC(C)(C)N1O.CC1(C)CCCC(C)(C)N1O.CC1(C)CCCC(C)(C)N1O.CC1(C)CCCC(C)(C)N1O.COP(=O)(OC)OC.COP(=O)(OC)OC.COP(=O)(OC)OC.COP(=O)(OC)OC.CCCC#N

Atom charges from the Mulliken analysis, given in e for atoms 1 to 6:
1. C -1.832
2. C 1.648
3. C -1.687
4. C -0.887
5. C -1.543
6. C 0.986